No. 1
ORCA calculation (ωB97M-V/def2-TZVPD) on C8H9NOsS2 as an isolated structure.

Kohn-Sham gap (spin up / spin down)	7.936 / 5.172	eV
electronic energy	-1251.17464	Ha
highest occupied orbital energy (spin up / spin down)	-16.49 / -16.47	eV
lowest unoccupied orbital energy (spin up / spin down)	-8.56 / -11.30	eV
relative energy (zero: lowest compared OMol25 entry of this formula, charge and spin)	12.0	kJ/mol

```
! RIJCOSX wB97M-V def2-TZVPD def2/J DEFGRID3
* xyz 2 5
S 1.2335 2.3235 -0.5464
C 3.6658 -0.3689 1.3528
H 3.0907 -2.3635 1.9217
H -4.4073 0.6414 -0.1648
C 3.2568 0.8399 0.7677
C 1.0478 -0.1308 0.4081
H -4.3154 0.7135 -1.9932
C 1.4398 -1.3448 1.0046
H -3.4456 -0.8082 -1.2128
Os -2.2783 0.2316 -0.5720
H 3.9179 1.6945 0.6447
C 2.7532 -1.4357 1.4635
C -4.2837 0.0798 -1.1126
H 0.7374 -2.1771 1.0884
H 4.6915 -0.4797 1.7181
S -1.6369 1.9060 -1.5959
C 1.9552 0.9490 0.3042
H -1.9342 -1.1802 -1.2691
H -5.1249 -0.6255 -1.1437
C -0.1898 1.3650 -0.8276
N -0.1735 0.1705 -0.2353
*
```

No. 2
ORCA calculation (ωB97M-V/def2-TZVPD) on a 14-piece molecular cluster, C4H37NO13S overall.

Kohn-Sham gap	8.478	eV
electronic energy	-1605.55751	Ha
highest occupied orbital energy	-8.89	eV
lowest unoccupied orbital energy	-0.41	eV
relative energy (zero: lowest compared OMol25 entry of this formula, charge and spin)	200.9	kJ/mol

```
! RIJCOSX wB97M-V def2-TZVPD def2/J DEFGRID3
* xyz 0 1
C 0.3495 0.9767 1.7710
H -0.1615 1.9538 1.6461
H -0.7701 2.3409 -2.4915
H -2.3819 -2.8245 2.9911
O -2.6347 -2.9340 2.0848
H 0.6667 4.1361 2.1629
H 1.8643 -1.0436 -1.4614
N -0.5078 -0.1177 1.3726
H -1.3421 2.2046 -1.1693
C 1.6869 1.1058 0.9604
O -3.7620 -2.2149 -1.1361
H 1.3652 -1.6484 2.7407
H 3.6936 1.0314 -1.3642
O 1.7563 -2.2552 2.1078
H 2.4736 1.4709 1.6652
H 1.9393 1.5504 -1.1370
H -0.8267 -0.9595 3.1621
H -3.0522 1.6092 -1.9382
H -3.6795 1.6734 1.5300
H -0.2171 -0.8002 0.6591
H -3.9007 0.6712 0.5643
H -4.4709 -1.5552 -1.1754
O 3.8880 -0.6776 0.6781
H -3.3043 -2.3704 -1.9722
H 2.9184 -2.2941 -2.3235
H 3.1290 0.9499 -2.7627
H -1.6563 -0.4678 -4.4034
H 2.5471 3.9286 0.2954
H 1.3631 4.0216 -0.9732
H -0.8867 -2.7710 0.5283
S 0.2105 4.3544 0.9382
H -2.7883 -2.1021 1.6468
H 0.7245 0.7839 2.7929
H 0.4980 1.8407 -0.6351
O -0.8426 -3.0548 -0.3830
H 1.9841 0.1063 0.7947
H 3.8229 -1.1973 -0.1297
H -1.2250 0.2938 0.7679
H 3.9272 -2.3882 -1.2697
O -3.3601 0.8702 -1.4292
H 3.1715 -0.9055 1.2649
O -3.5271 0.7359 1.4507
H 0.4929 -0.8210 -2.0568
O -0.9383 -0.6487 4.0700
H -1.9023 -1.5983 -3.4604
H -1.4233 0.1536 3.8090
O -1.7826 -0.6364 -3.4383
H 1.4712 -3.1518 2.0024
O 1.2248 -0.2846 -1.6503
C 1.4991 2.0090 -0.2575
H -2.6058 0.2631 -1.7108
C 1.5549 3.6065 0.0229
O 3.6380 0.4654 -2.1237
O -1.3472 2.8451 -1.9158
O 2.9614 -2.4793 -1.3555
H -1.5251 -3.7502 -0.3560
*
```

No. 3
ORCA calculation (ωB97M-V/def2-TZVPD) on C4H5Li2O as an isolated structure.

Kohn-Sham gap (spin up / spin down)	4.309 / 7.902	eV
electronic energy	-245.57072	Ha
highest occupied orbital energy (spin up / spin down)	-4.09 / -7.70	eV
lowest unoccupied orbital energy (spin up / spin down)	0.22 / 0.20	eV
relative energy (zero: lowest compared OMol25 entry of this formula, charge and spin)	0.0	kJ/mol

```
! RIJCOSX wB97M-V def2-TZVPD def2/J DEFGRID3
* xyz 0 2
H -0.8580 1.4601 3.2263
Li 1.7438 -0.3051 3.1225
H -0.9757 1.5603 -0.9451
H 1.4119 -1.3272 -2.1230
O 0.3065 0.5385 1.9230
C -1.0899 0.7844 -1.6981
C 0.4144 -1.3737 -1.6794
H 0.0585 -2.3365 -1.3064
H -1.7675 0.9739 -2.5376
C -0.3674 -0.3093 -1.6654
C 0.0463 0.7936 3.1283
Li 1.0771 -0.4589 0.5549
*
```

No. 4
ORCA calculation (ωB97M-V/def2-TZVPD) on C34H28AsCrN2O5S3Se as an isolated structure.

Kohn-Sham gap (spin up / spin down)	5.981 / 5.929	eV
electronic energy	-8674.39199	Ha
highest occupied orbital energy (spin up / spin down)	-1.84 / -1.79	eV
lowest unoccupied orbital energy (spin up / spin down)	4.14 / 4.14	eV
relative energy (zero: lowest compared OMol25 entry of this formula, charge and spin)	0.0	kJ/mol

```
! RIJCOSX wB97M-V def2-TZVPD def2/J DEFGRID3
* xyz -2 2
S -0.8410 0.3505 -2.4996
C 3.1845 -3.5338 -1.1595
C 5.7189 -3.0514 -2.1752
Se -2.7906 -0.3551 2.0516
H -1.8483 6.4700 2.7066
C -2.0182 3.4437 1.1693
H 1.6662 3.6461 -0.7266
C 5.4826 -2.9553 -0.8119
C -3.3831 3.2111 1.3174
H -0.1913 -5.6744 0.3670
C 4.6813 -3.3799 -3.0381
H 4.2464 3.4205 2.6856
C 3.9462 -3.0215 1.1832
H 2.4469 2.2862 3.9598
C -2.6715 -2.7544 -0.8592
H -4.4358 -2.2053 -1.9349
H 3.1516 -3.6815 1.5252
H -4.3358 -6.2733 -0.5301
C -0.5463 4.0421 -4.0656
H -4.2790 6.0398 2.9670
H -0.4991 2.0150 -4.7491
H 2.1886 -3.6968 -0.7672
C 2.2714 2.6081 2.9401
H -0.4195 4.8238 1.5955
H 3.8431 4.1117 0.3445
C 3.2810 3.2452 2.2251
C 0.0455 -4.7881 0.9483
H -0.4486 4.4507 -5.0664
H -0.2569 -4.9581 1.9846
H 4.8446 -3.2089 1.7743
H -2.1467 -5.8528 0.4513
H 6.7109 -2.8582 -2.5663
C -0.7766 4.3440 -1.7087
C -4.1878 4.1442 1.9591
C -3.8673 -5.3040 -0.6455
C -4.5180 -4.2645 -1.3293
H 6.2861 -2.6683 -0.1417
O -3.3725 -1.8730 2.0942
C 1.8280 3.3725 0.3090
H -5.4985 -4.4362 -1.7626
C -0.7775 2.9631 -1.5206
O -3.2514 0.5821 3.2995
H -0.6592 5.9768 -3.1001
S 1.3787 -0.1383 -0.2356
Cr -0.9716 -0.4123 -0.1111
C -3.9412 -3.0297 -1.4386
C -1.4794 4.6242 1.6818
C 4.2163 -3.1977 -0.2880
H 1.1174 -4.6318 0.9462
H 2.5911 -3.8490 -3.1909
H 4.8565 -3.4329 -4.1057
H 0.2742 1.8209 2.8843
C -2.6273 -5.0577 -0.1006
C -0.5688 2.6752 -3.8925
H -0.8694 4.9968 -0.8483
C -1.9969 -3.8067 -0.2030
N 1.0805 -2.3980 1.1503
C 1.7894 -1.3715 0.8681
C -2.2881 5.5591 2.3161
N -0.1581 -2.4003 0.4605
H -5.2430 3.9323 2.0835
S 3.4313 -1.3295 1.6056
C -3.6480 5.3195 2.4583
O -1.0960 -0.3878 1.9280
As -0.8681 2.1499 0.2354
O -2.2083 -1.5640 -0.9805
O -3.0641 0.3813 0.5682
C 0.8206 2.7394 1.0199
C -0.6604 4.9012 -2.9701
H -3.8025 2.2846 0.9500
C 3.4137 -3.6173 -2.5267
C 3.0557 3.6295 0.9123
C -0.7054 2.0828 -2.6141
C 1.0472 2.3551 2.3410
C -0.6794 -3.5796 0.3962
*
```

No. 5
ORCA calculation (ωB97M-V/def2-TZVPD) on a 2-piece molecular cluster, C3H7N3O overall.

Kohn-Sham gap	10.282	eV
electronic energy	-357.97777	Ha
highest occupied orbital energy	-10.36	eV
SMILES string	[H]/N=C(/N=C)C(N)=O.[H][H]
lowest unoccupied orbital energy	-0.08	eV
relative energy (zero: lowest compared OMol25 entry of this formula, charge and spin)	189.3	kJ/mol

```
! RIJCOSX wB97M-V def2-TZVPD def2/J DEFGRID3
* xyz 0 1
N -0.7002 -0.5643 -0.3896
H 0.8630 -1.1292 -1.9483
C -1.9074 -0.2241 -0.1885
H -1.9950 -0.4720 2.5501
N 1.6574 -0.5455 -1.7333
H 1.0954 1.4609 1.3010
N 0.1891 1.0069 1.1428
H -1.4069 -0.0343 2.4038
O 2.5996 0.8522 -0.1964
H 2.5300 -0.6659 -2.2233
C 0.3150 0.2825 0.1125
C 1.6498 0.2161 -0.6194
H -2.7025 -0.8988 -0.5080
H -2.1874 0.7156 0.2968
*
```

No. 6
ORCA calculation (ωB97M-V/def2-TZVPD) on C47H51BN2O2 as an isolated structure.

Kohn-Sham gap	5.048	eV
electronic energy	-2106.29202	Ha
highest occupied orbital energy	-6.07	eV
lowest unoccupied orbital energy	-1.02	eV
relative energy (zero: lowest compared OMol25 entry of this formula, charge and spin)	90.7	kJ/mol

```
! RIJCOSX wB97M-V def2-TZVPD def2/J DEFGRID3
* xyz 0 1
H -4.2829 -1.2048 7.6093
H 0.1470 0.7205 1.8181
C 1.5623 -1.8262 9.8619
H -1.2245 -3.1649 6.8759
C -5.3795 -0.7051 0.5063
H -5.8684 -2.7786 0.7658
C 5.6754 0.1065 2.5781
C -3.4252 4.0589 7.2011
C -5.2563 0.5613 1.1148
H -0.2216 2.9454 0.7298
C 3.4308 1.5276 1.5691
C 2.7445 -2.3027 9.2828
C -2.5827 3.0571 3.2002
H -0.2584 -0.6848 9.4988
C -3.6933 2.8174 2.4195
C -1.7619 -2.2739 4.0273
H -3.6219 0.7096 -1.2547
C -2.2807 -2.8481 6.9499
C 3.5340 2.3559 2.6996
C 1.0657 1.2666 2.0127
C 6.4578 -0.9611 3.0200
H -4.4171 3.5827 9.1037
H -5.9108 1.7363 2.8060
C -5.8225 0.7411 2.3925
H -4.6775 3.0097 2.8360
C 0.7814 -1.1621 7.6698
C -1.3124 2.4851 8.1157
C 1.0959 2.3045 2.9895
H 4.5112 2.7250 3.0113
H -2.3451 1.0180 4.9351
H -1.7697 0.3392 3.3998
C -3.5458 2.3295 1.1079
H 1.3810 -1.9613 10.9298
H 1.2754 2.0369 7.3693
H -4.6045 -1.4402 5.8783
C 1.3266 2.5975 6.4201
H -0.5448 1.7751 8.4450
C 2.0647 -1.3918 7.1380
H 3.9394 0.4856 -1.1654
C -1.2635 2.9533 2.6707
C 2.1775 0.9614 1.2545
H 7.6578 -2.6755 2.4563
C 3.0192 -2.0420 7.9322
H 1.7136 1.8882 5.6743
H -2.7248 3.2559 4.2603
C 0.6133 -1.1765 9.0660
H -6.6698 -0.1960 4.1410
B -0.4402 -0.9165 6.7583
H -4.2865 4.6223 6.8058
H -4.0378 0.1422 6.4788
H -2.1833 2.3603 -0.5944
C -6.3307 -1.6267 2.5405
C 2.3954 2.7557 3.3753
N -4.5319 1.5795 0.4644
C -4.3962 1.4398 -0.9801
O -1.6899 -0.5996 7.3098
C 7.0985 -1.8044 2.1030
H 3.9805 -2.3455 7.5159
H 3.4560 -2.8640 9.8936
H 6.5520 -1.1456 4.0903
H -1.2520 -1.9294 3.1137
C -1.8090 -1.1137 5.0070
H 7.4862 -2.1583 0.0077
C -0.0393 2.9303 5.9400
C -2.5002 -1.4032 6.4249
N 4.5469 1.2432 0.7503
C -6.3032 -0.3532 3.1230
C -2.4632 2.6200 8.8924
H 5.3388 1.5462 -1.1526
H -2.1340 4.5240 5.5355
H -0.3737 2.0741 5.3313
C 4.3600 1.3894 -0.6941
C -2.2293 3.9778 6.4775
H -5.0476 -0.8449 -0.5254
H -2.7587 -2.6454 3.7488
H -6.7396 -2.4740 3.0989
C -3.5336 3.4353 8.4656
C -2.3628 0.1204 4.2992
C -1.1830 2.8555 1.2435
H -3.3954 -0.0347 3.9490
C 5.5181 0.3573 1.1987
H 2.1033 0.2881 0.3847
H 6.2008 -0.2143 -0.7847
H 2.0920 3.3732 6.5282
C -3.9339 -0.9462 6.5979
C -2.2884 2.5358 0.4796
H -5.3428 1.0942 -1.4046
C -5.8619 -1.7907 1.2339
H 2.2736 -1.0520 6.1255
H 2.4871 3.4458 4.2139
O -0.4094 -0.8951 5.3755
C -0.0890 2.9425 3.5058
C -1.1353 3.1911 6.8852
H -2.9059 -3.6135 6.4802
H -4.1442 2.4179 -1.3996
C 6.9943 -1.5167 0.7356
H 0.0269 3.7399 4.2861
H -2.5582 2.0906 9.8527
H -1.1664 -3.0888 4.4618
H 3.7280 2.2712 -0.8692
H -2.5179 -2.8300 8.0216
H 5.1638 0.7256 3.3063
C 6.2546 -0.4244 0.2841
*
```